w:
DFT (the ωB97M-V functional and the def2-TZVPD basis) results for a 10-piece molecular cluster, C40H110N10O10 overall.

```
! RIJCOSX wB97M-V def2-TZVPD def2/J DEFGRID3
* xyz 0 1
C -0.44 -1.82 0.32
C -1.21 -1.07 -0.76
C -1.88 0.22 -0.29
O -0.96 1.26 -0.09
C -1.35 2.23 0.90
N -0.13 -0.66 -1.87
H -0.07 -1.13 1.09
H 0.42 -2.32 -0.09
H -1.10 -2.55 0.80
H -1.95 -1.67 -1.29
H -2.54 0.07 0.59
H -2.54 0.55 -1.12
H -2.30 2.67 0.57
H -0.55 2.97 0.93
H -1.41 1.73 1.88
H -0.17 0.35 -2.01
H -0.48 -1.06 -2.74
C -1.17 -1.53 4.54
C -0.07 -0.93 5.44
C 1.28 -0.96 4.76
O 1.56 -2.26 4.26
C 2.82 -2.30 3.67
N -0.31 0.49 5.73
H -2.07 -1.67 5.14
H -0.88 -2.47 4.07
H -1.43 -0.84 3.73
H 0.05 -1.43 6.40
H 2.02 -0.65 5.52
H 1.26 -0.24 3.91
H 3.64 -2.08 4.38
H 2.86 -1.59 2.84
H 3.00 -3.31 3.30
H -0.98 0.64 6.46
H -0.44 1.06 4.92
C 5.30 1.14 3.73
C 5.06 0.47 2.39
C 3.74 0.93 1.85
O 3.57 0.37 0.58
C 2.45 0.86 -0.08
N 6.17 0.83 1.48
H 4.43 0.99 4.38
H 5.36 2.23 3.57
H 6.29 0.91 4.11
H 5.03 -0.61 2.53
H 3.75 2.04 1.84
H 2.90 0.59 2.47
H 2.15 0.12 -0.82
H 2.53 1.84 -0.59
H 1.57 0.95 0.59
H 5.93 1.77 1.12
H 6.05 0.28 0.62
C 3.54 -6.08 -5.35
C 2.69 -4.89 -5.63
C 2.76 -3.88 -4.49
O 2.03 -4.36 -3.39
C 2.02 -3.46 -2.29
N 3.13 -4.28 -6.92
H 3.54 -6.36 -4.30
H 4.58 -5.93 -5.68
H 3.24 -6.97 -5.91
H 1.63 -5.11 -5.76
H 2.34 -2.89 -4.80
H 3.84 -3.68 -4.25
H 1.36 -2.62 -2.53
H 3.03 -3.04 -2.17
H 1.68 -3.96 -1.40
H 2.49 -3.49 -7.13
H 4.00 -3.75 -6.75
C 1.43 1.76 -4.23
C 2.86 1.36 -4.59
C 3.42 0.47 -3.53
O 4.78 0.15 -3.87
C 5.27 -0.94 -3.14
N 2.86 0.76 -5.93
H 1.35 1.95 -3.16
H 0.69 1.02 -4.52
H 1.18 2.68 -4.77
H 3.43 2.29 -4.70
H 2.83 -0.46 -3.41
H 3.41 1.00 -2.57
H 6.36 -0.96 -3.19
H 4.92 -1.89 -3.58
H 4.97 -0.88 -2.08
H 3.83 0.60 -6.21
H 2.39 -0.14 -5.91
C -1.76 4.96 -0.88
C -0.85 6.07 -1.24
C 0.61 5.62 -1.24
O 1.02 5.36 0.10
C 2.38 4.98 0.24
N -1.21 6.66 -2.54
H -1.71 4.16 -1.62
H -2.81 5.27 -0.90
H -1.50 4.63 0.12
H -0.94 6.87 -0.49
H 1.25 6.40 -1.69
H 0.75 4.73 -1.87
H 2.58 5.07 1.33
H 3.10 5.69 -0.17
H 2.54 3.93 -0.01
H -0.48 6.98 -3.15
H -1.90 6.14 -3.06
C -4.97 1.00 2.19
C -5.82 0.12 1.27
C -6.73 -0.78 2.04
O -7.52 -1.46 1.15
C -8.54 -2.13 1.84
N -6.60 0.93 0.32
H -4.23 1.58 1.64
H -4.44 0.34 2.88
H -5.64 1.67 2.73
H -5.12 -0.57 0.74
H -7.35 -0.12 2.69
H -6.11 -1.41 2.69
H -8.09 -2.81 2.57
H -9.05 -2.72 1.09
H -9.17 -1.39 2.32
H -7.23 0.28 -0.18
H -6.01 1.31 -0.41
C -2.17 -5.04 -0.28
C -1.66 -6.19 0.56
C -0.53 -5.70 1.49
O -1.08 -4.89 2.46
C -0.14 -4.52 3.42
N -2.80 -6.78 1.28
H -1.41 -4.51 -0.87
H -2.67 -4.23 0.24
H -2.89 -5.44 -1.02
H -1.22 -6.97 -0.07
H 0.18 -5.14 0.85
H -0.05 -6.58 1.95
H 0.60 -3.81 3.01
H 0.39 -5.40 3.81
H -0.64 -4.01 4.23
H -3.24 -6.05 1.85
H -2.50 -7.45 1.99
C 3.04 2.15 6.66
C 2.68 3.27 5.74
C 1.27 3.71 5.92
O 0.84 4.79 5.16
C 1.01 4.67 3.78
N 3.66 4.37 5.92
H 3.96 1.65 6.34
H 2.29 1.35 6.68
H 3.13 2.53 7.68
H 2.76 2.96 4.67
H 0.99 3.88 6.96
H 0.61 2.86 5.67
H 2.06 4.55 3.48
H 0.61 5.56 3.30
H 0.36 3.87 3.37
H 4.60 4.02 5.78
H 3.53 5.09 5.21
C -4.66 -0.28 -6.92
C -3.83 0.32 -5.79
C -4.36 1.69 -5.36
O -3.57 2.30 -4.30
C -4.16 2.33 -3.00
N -3.87 -0.69 -4.62
H -4.32 -1.27 -7.21
H -4.58 0.31 -7.85
H -5.73 -0.33 -6.68
H -2.76 0.36 -6.03
H -5.45 1.63 -5.19
H -4.23 2.37 -6.24
H -5.05 2.98 -2.91
H -3.38 2.70 -2.33
H -4.49 1.34 -2.67
H -4.85 -0.83 -4.36
H -3.38 -0.29 -3.82
*
```

Calculated values
* SMILES: COC[C@H](C)N.COC[C@H](C)N.COC[C@H](C)N.COC[C@H](C)N.COC[C@H](C)N.COC[C@H](C)N.COC[C@H](C)N.COC[C@H](C)N.COC[C@H](C)N.COC[C@H](C)N
* molar mass: 891.380 g/mol
* HOMO level: -9.206 eV
* LUMO level: 0.39 eV
* HOMO-LUMO gap: 9.594 eV

x:
DFT (the ωB97M-V functional and the def2-TZVPD basis) results for a 10-piece molecular cluster, C40H110N10O10 overall.

```
! RIJCOSX wB97M-V def2-TZVPD def2/J DEFGRID3
* xyz 0 1
C 3.91 3.77 2.62
C 2.53 4.28 3.03
C 2.68 5.24 4.21
O 3.62 6.24 3.89
C 3.87 7.09 4.98
N 1.87 4.94 1.87
H 4.39 3.42 3.54
H 4.63 4.47 2.19
H 3.82 2.89 1.98
H 1.89 3.45 3.35
H 2.86 4.64 5.11
H 1.72 5.71 4.45
H 3.04 7.79 5.16
H 4.76 7.70 4.83
H 4.02 6.52 5.90
H 2.04 5.93 1.98
H 0.86 4.81 1.92
C -6.38 -7.62 -0.59
C -5.79 -6.81 0.57
C -5.79 -5.31 0.22
O -5.39 -4.60 1.40
C -5.11 -3.26 1.12
N -6.58 -7.03 1.77
H -5.83 -7.45 -1.52
H -7.40 -7.24 -0.71
H -6.46 -8.68 -0.38
H -4.77 -7.01 0.89
H -6.78 -4.99 -0.12
H -5.04 -5.08 -0.54
H -4.91 -2.76 2.06
H -5.84 -2.73 0.50
H -4.19 -3.12 0.53
H -6.18 -6.42 2.47
H -7.58 -6.91 1.66
C 3.94 0.15 2.11
C 4.15 -1.40 2.18
C 3.66 -2.19 1.00
O 3.56 -3.57 1.32
C 3.29 -4.38 0.16
N 5.58 -1.70 2.43
H 4.77 0.53 2.71
H 2.95 0.52 2.32
H 4.11 0.41 1.06
H 3.67 -1.72 3.11
H 4.21 -1.97 0.08
H 2.65 -1.82 0.76
H 2.57 -3.88 -0.48
H 2.84 -5.22 0.70
H 4.22 -4.72 -0.28
H 5.70 -1.62 3.43
H 5.86 -2.60 2.09
C 5.25 5.05 -2.49
C 4.45 5.44 -1.27
C 4.24 7.00 -1.19
O 3.69 7.46 -0.01
C 4.49 7.29 1.14
N 3.08 4.86 -1.33
H 5.88 4.19 -2.25
H 5.91 5.86 -2.81
H 4.64 4.87 -3.37
H 4.80 5.11 -0.29
H 3.68 7.30 -2.07
H 5.25 7.44 -1.26
H 4.72 6.26 1.40
H 4.02 7.72 2.03
H 5.40 7.90 1.02
H 2.59 5.18 -0.50
H 2.67 5.28 -2.16
C -0.88 -4.14 -2.27
C -1.48 -4.97 -3.43
C -1.41 -4.16 -4.72
O -2.27 -4.71 -5.71
C -2.03 -4.17 -6.98
N -0.52 -6.06 -3.62
H 0.13 -3.85 -2.56
H -0.83 -4.66 -1.31
H -1.51 -3.25 -2.20
H -2.48 -5.37 -3.24
H -0.36 -4.10 -5.04
H -1.74 -3.11 -4.63
H -1.90 -4.88 -7.81
H -1.24 -3.42 -7.00
H -2.96 -3.70 -7.34
H -0.64 -6.58 -4.49
H -0.48 -6.73 -2.86
C 3.63 1.73 -4.23
C 3.08 1.33 -2.85
C 3.20 -0.19 -2.69
O 2.34 -0.94 -3.54
C 1.00 -0.88 -3.17
N 3.93 1.92 -1.79
H 3.46 2.79 -4.45
H 3.00 1.30 -5.02
H 4.68 1.53 -4.43
H 2.05 1.63 -2.67
H 3.08 -0.46 -1.64
H 4.23 -0.47 -2.91
H 0.41 -1.37 -3.94
H 0.60 0.12 -2.95
H 0.84 -1.49 -2.27
H 4.85 1.94 -2.23
H 3.73 2.93 -1.75
C -2.65 -1.25 4.16
C -4.08 -0.82 3.94
C -4.71 -0.01 5.05
O -6.06 0.33 4.83
C -6.98 -0.66 5.22
N -4.07 -0.17 2.62
H -1.93 -0.46 3.94
H -2.35 -2.06 3.50
H -2.51 -1.79 5.10
H -4.70 -1.72 3.93
H -4.16 0.94 5.12
H -4.60 -0.41 6.06
H -6.88 -0.91 6.28
H -7.01 -1.57 4.61
H -7.98 -0.21 5.24
H -5.00 0.23 2.49
H -3.39 0.58 2.60
C -0.23 -5.38 1.53
C -1.08 -6.63 1.78
C -1.61 -6.69 3.21
O -2.64 -5.74 3.36
C -3.43 -5.85 4.51
N -2.21 -6.58 0.83
H -0.03 -5.31 0.45
H 0.71 -5.39 2.08
H -0.80 -4.48 1.76
H -0.42 -7.50 1.68
H -0.82 -6.42 3.93
H -1.92 -7.69 3.51
H -2.84 -5.77 5.43
H -3.91 -6.83 4.62
H -4.19 -5.08 4.52
H -2.10 -5.77 0.24
H -3.00 -6.35 1.43
C -0.70 2.78 0.09
C 0.29 1.75 0.66
C 0.09 0.37 0.07
O -1.10 -0.12 0.63
C -1.33 -1.56 0.54
N 1.69 2.16 0.47
H -1.74 2.47 0.25
H -0.48 3.00 -0.95
H -0.52 3.69 0.66
H 0.18 1.72 1.75
H 0.90 -0.33 0.31
H 0.11 0.54 -1.02
H -0.54 -1.91 1.21
H -1.39 -1.79 -0.52
H -2.29 -1.67 1.05
H 2.03 1.97 -0.46
H 1.92 3.13 0.65
C -0.98 5.10 -3.28
C -0.01 5.45 -4.41
C 0.27 6.93 -4.58
O -0.89 7.76 -4.66
C -1.82 7.44 -5.66
N 1.25 4.77 -4.17
H -1.02 5.87 -2.52
H -0.74 4.13 -2.85
H -1.98 4.98 -3.70
H -0.46 5.14 -5.37
H 0.85 7.16 -5.49
H 0.79 7.31 -3.70
H -2.63 8.18 -5.65
H -2.34 6.53 -5.34
H -1.45 7.35 -6.68
H 1.17 3.82 -3.85
H 1.89 4.85 -4.95
*
```

Calculated values
* SMILES: COC[C@H](C)N.COC[C@H](C)N.COC[C@H](C)N.COC[C@H](C)N.COC[C@H](C)N.COC[C@H](C)N.COC[C@H](C)N.COC[C@H](C)N.COC[C@H](C)N.COC[C@H](C)N
* molar mass: 891.380 g/mol
* HOMO level: -8.402 eV
* LUMO level: 0.57 eV
* HOMO-LUMO gap: 8.971 eV

Stability summary: most stable w, least stable x.

w:
DFT (the ωB97M-V functional and the def2-TZVPD basis) results for a 11-piece molecular cluster, C4H32N2O11 overall.

```
! RIJCOSX wB97M-V def2-TZVPD def2/J DEFGRID3
* xyz 0 1
C 0.07 0.12 0.72
N 0.86 -1.03 1.18
C 0.27 -1.87 2.17
O -0.65 -2.82 1.57
C -1.13 -0.11 -0.20
N -2.35 -0.38 0.61
C -3.52 -0.59 -0.26
H 0.77 0.79 0.22
H -0.25 0.70 1.58
H 1.19 -1.58 0.39
H 1.05 -2.41 2.71
H -0.34 -1.30 2.87
H -0.35 -3.74 1.61
H -1.35 0.81 -0.75
H -0.96 -0.90 -0.91
H -2.16 -1.20 1.17
H -3.38 -1.45 -0.93
H -3.68 0.28 -0.89
H -4.38 -0.78 0.38
H 2.19 -2.11 -2.37
H 2.86 -1.37 -1.24
O 2.46 -2.25 -1.46
H 4.17 0.61 -1.27
H 3.14 0.77 -0.08
O 3.27 0.35 -0.99
H -1.75 3.03 0.26
H -2.19 1.76 1.00
O -1.92 2.68 1.15
H -1.87 1.85 3.34
H -2.20 0.50 2.70
O -1.75 0.90 3.45
H 2.50 0.72 1.86
H 2.27 2.19 1.31
O 2.93 1.45 1.39
H 1.98 0.85 -2.13
H 0.81 0.21 -2.88
O 1.17 1.10 -2.64
H 0.62 3.27 0.16
H 0.03 3.05 1.57
O 0.88 3.21 1.10
H 0.28 2.29 -1.87
H -0.10 3.79 -1.99
O -0.21 3.04 -1.40
H -0.05 -1.72 -4.02
H 0.03 -2.07 -2.48
O 0.37 -1.47 -3.20
H -0.44 -2.89 -0.27
H 0.87 -3.06 -1.11
O -0.10 -3.22 -1.13
*
```

Calculated values
* SMILES: CNCCNCO.O.O.O.O.O.O.O.O.O.O
* molar mass: 284.303 g/mol
* HOMO level: -9.467 eV
* LUMO level: 0.37 eV
* HOMO-LUMO gap: 9.838 eV

x:
DFT (the ωB97M-V functional and the def2-TZVPD basis) results for C4H32N2O11 as an isolated structure.

```
! RIJCOSX wB97M-V def2-TZVPD def2/J DEFGRID3
* xyz 0 1
C 2.54 -0.69 -0.90
C 1.45 -1.13 0.08
C 0.65 0.06 0.55
C -0.18 0.69 -0.28
N -1.01 1.79 0.08
N 0.78 0.42 1.92
H 3.17 -1.53 -1.21
H 3.19 0.07 -0.47
H 2.10 -0.30 -1.81
H 1.88 -1.69 0.92
H 0.78 -1.84 -0.44
H -0.27 0.34 -1.30
H -1.12 2.42 -0.70
H -0.63 2.33 0.86
H 1.56 -0.02 2.39
H 0.85 1.43 2.01
H 0.87 3.39 0.89
H 0.36 2.57 -0.33
O 0.56 2.52 0.64
H -1.55 1.25 -4.40
H -0.96 0.07 -3.54
O -0.84 1.01 -3.81
H -1.06 -2.48 1.30
H -2.20 -1.56 1.72
O -2.01 -2.42 1.28
H 0.21 3.55 -2.56
H -0.39 2.12 -2.61
O -0.20 2.88 -2.01
H -2.24 0.65 1.73
H -1.18 0.13 2.66
O -2.15 0.06 2.50
H 1.87 1.50 1.16
H 2.16 0.56 2.31
O 2.61 1.00 1.57
H -0.74 -2.36 -3.31
H -2.03 -1.81 -2.54
O -1.35 -1.62 -3.23
H -4.81 0.10 0.22
H -3.50 0.69 -0.32
O -4.31 0.21 -0.59
H 2.38 -1.63 2.47
H 2.01 -1.63 3.98
O 1.69 -1.35 3.12
H 3.40 -0.55 1.19
H 3.32 -1.85 0.38
O 3.59 -1.52 1.23
H -2.65 -2.32 -0.35
H -3.59 -1.37 -1.16
O -3.01 -2.15 -1.25
*
```

Calculated values
* molar mass: 284.303 g/mol
* HOMO level: -7.009 eV
* LUMO level: 0.10 eV
* HOMO-LUMO gap: 7.106 eV

Stability summary: most stable w, least stable x.

w:
DFT (the ωB97M-V functional and the def2-TZVPD basis) results for an isolated ion of composition C8H12N5 and charge +1.

```
! RIJCOSX wB97M-V def2-TZVPD def2/J DEFGRID3
* xyz 1 1
C 3.33 -0.54 0.19
C 2.48 -1.56 0.57
C 2.84 0.56 -0.49
C 1.12 -1.47 0.30
C 1.50 0.66 -0.78
C 0.64 -0.35 -0.37
C -2.60 1.29 -0.58
C -0.96 1.28 1.25
N -2.18 -1.86 -0.05
N -2.67 -1.35 0.86
N -1.45 -1.38 -1.01
N -0.75 -0.19 -0.68
N -1.51 0.61 0.10
H 4.38 -0.61 0.41
H 2.86 -2.43 1.08
H 3.51 1.35 -0.79
H 0.45 -2.26 0.62
H 1.11 1.51 -1.33
H -3.32 1.63 0.16
H -2.23 2.15 -1.15
H -3.10 0.61 -1.27
H -0.10 0.73 1.63
H -0.64 2.29 1.00
H -1.73 1.32 2.02
H -0.98 -1.99 -1.67
*
```

Calculated values
* SMILES: CN(C)N(N[N+]#N)c1ccccc1
* molar mass: 178.219 g/mol
* HOMO level (spin up / spin down): -12.765 / -12.746 eV
* LUMO level (spin up / spin down): -5.15 / -5.37 eV
* HOMO-LUMO gap (spin up / spin down): 7.616 / 7.375 eV

x:
DFT (the ωB97M-V functional and the def2-TZVPD basis) results for an isolated ion of composition C8H12N5 and charge +1.

```
! RIJCOSX wB97M-V def2-TZVPD def2/J DEFGRID3
* xyz 1 1
C 1.26 -1.49 -2.16
C 0.32 -1.07 1.72
C 0.61 -0.77 -3.13
C 1.12 -2.09 1.28
C 1.00 -1.29 -0.79
C 0.03 0.09 0.91
C -0.97 -0.24 -1.35
C -0.12 1.85 2.66
N 1.62 -2.15 0.06
N -0.42 0.04 -2.74
N 0.13 -0.33 -0.40
N -0.50 1.30 1.43
N -1.06 2.18 0.48
H 2.04 -2.08 -2.49
H -0.09 -0.96 2.69
H 1.00 -0.84 -4.12
H 1.35 -2.94 1.82
H -1.64 0.54 -1.08
H -1.38 -1.25 -1.43
H 0.76 2.35 2.66
H -0.92 2.42 3.07
H -0.11 1.02 3.37
H -0.88 0.70 -3.55
H -1.97 1.84 0.17
H -1.17 3.16 0.89
*
```

Calculated values
* SMILES: C/[N+](N)=c1\ccnc2n1CNC=C2
* molar mass: 178.219 g/mol
* HOMO level: -11.702 eV
* LUMO level: -3.98 eV
* HOMO-LUMO gap: 7.723 eV

Stability summary: most stable x, least stable w.

w:
DFT (the ωB97M-V functional and the def2-TZVPD basis) results for a 2-piece molecular cluster, H4O2 overall.

```
! RIJCOSX wB97M-V def2-TZVPD def2/J DEFGRID3
* xyz 0 1
H -1.77 -1.17 -0.40
H -0.18 -1.13 -0.63
H 1.45 0.45 0.35
H 0.46 1.47 0.77
O -0.91 -0.85 -0.08
O 0.94 1.22 -0.01
*
```

Calculated values
* SMILES: O.O
* molar mass: 36.030 g/mol
* HOMO level: -10.997 eV
* LUMO level: 0.90 eV
* HOMO-LUMO gap: 11.900 eV

x:
DFT (the ωB97M-V functional and the def2-TZVPD basis) results for a 2-piece molecular cluster, H4O2 overall.

```
! RIJCOSX wB97M-V def2-TZVPD def2/J DEFGRID3
* xyz 0 1
H -0.31 1.55 -1.62
H -1.06 1.52 -0.28
H 0.13 -1.71 0.81
H 0.83 -0.46 0.34
O -0.71 0.91 -1.00
O 0.77 -1.03 1.10
*
```

Calculated values
* SMILES: O.O
* molar mass: 36.030 g/mol
* HOMO level: -11.154 eV
* LUMO level: 0.70 eV
* HOMO-LUMO gap: 11.858 eV

Stability summary: most stable x, least stable w.